{"formula": "C46H50As3CaI2N4O2S3", "method": "the ωB97M-V functional and the def2-TZVPD basis", "elements": ["Ca", "O", "S", "O", "N", "C", "C", "C", "C", "C", "C", "C", "C", "N", "C", "C", "C", "C", "C", "C", "C", "H", "H", "H", "H", "H", "H", "H", "H", "H", "H", "H", "C", "As", "C", "C", "C", "C", "C", "As", "C", "C", "C", "As", "C", "C", "H", "H", "H", "H", "H", "H", "H", "H", "H", "H", "H", "H", "H", "H", "H", "H", "H", "H", "H", "H", "H", "H", "H", "H", "H", "H", "H", "S", "C", "C", "C", "C", "C", "C", "N", "C", "C", "C", "C", "C", "C", "C", "C", "N", "C", "C", "C", "C", "C", "S", "C", "H", "H", "H", "H", "H", "H", "H", "H", "H", "H", "H", "H", "I", "I"], "positions_angstrom": [[14.334470, 16.931184, 11.991002], [14.082176, 20.652182, 13.692074], [14.319931, 19.252923, 13.959804], [15.630248, 18.743196, 13.410227], [13.227593, 18.269273, 13.330103], [11.878878, 18.565652, 13.410758], [11.248615, 19.303529, 14.417433], [9.865586, 19.329426, 14.553225], [9.069575, 18.584373, 13.724860], [9.644868, 17.764070, 12.736750], [8.933332, 16.738446, 12.087431], [9.590309, 15.975712, 11.169692], [10.953917, 16.135248, 10.910173], [11.727245, 17.026871, 11.571566], [11.064151, 17.825680, 12.498777], [14.432618, 18.902271, 15.719627], [14.795334, 19.990036, 16.511041], [15.133056, 19.720262, 17.822407], [15.058257, 18.436651, 18.357258], [14.554987, 17.416625, 17.544937], [14.285581, 17.599803, 16.209446], [11.886506, 19.897606, 15.089962], [9.443346, 19.964042, 15.304514], [7.992549, 18.586305, 13.833661], [7.867699, 16.629885, 12.248937], [9.055491, 15.265722, 10.559663], [11.349548, 15.544232, 10.098232], [14.809760, 20.963693, 16.039893], [15.465248, 20.561264, 18.442489], [15.339817, 18.215006, 19.358488], [14.369066, 16.446487, 17.985248], [13.919376, 16.774343, 15.585842], [17.833440, 15.186890, 15.675495], [17.776022, 15.897439, 13.807373], [18.523084, 17.656894, 14.451349], [19.345185, 14.813382, 13.212326], [20.042771, 15.174157, 11.865554], [20.574725, 16.635004, 12.001595], [19.066828, 14.798575, 10.693373], [17.826553, 16.145734, 9.899049], [18.833633, 17.857089, 9.363089], [17.758016, 15.354984, 8.050245], [21.298224, 14.244784, 11.694376], [22.561081, 14.211951, 10.099367], [23.692977, 15.787470, 10.550400], [21.630178, 15.137267, 8.558274], [18.662357, 15.617711, 16.243243], [17.841117, 14.111038, 15.582276], [16.897382, 15.498780, 16.150318], [19.540086, 17.571406, 14.794249], [17.910798, 18.004588, 15.296767], [18.418038, 18.372896, 13.618278], [18.955724, 13.779700, 13.232140], [20.008554, 14.883642, 14.096667], [19.741755, 17.319181, 12.170781], [21.038058, 16.923860, 11.039697], [21.269017, 16.735359, 12.810194], [18.346558, 14.023360, 11.054743], [19.561726, 14.324950, 9.849010], [19.589878, 17.660732, 8.600172], [19.227500, 18.367464, 10.250005], [18.074009, 18.530350, 8.919183], [18.693177, 15.694280, 7.589145], [16.860390, 15.791574, 7.563775], [17.662566, 14.262652, 8.038834], [20.960455, 13.186064, 11.759045], [21.981992, 14.335860, 12.543546], [23.803897, 15.955962, 11.635466], [23.263559, 16.683319, 10.044878], [24.667817, 15.546885, 10.120197], [21.074156, 14.390663, 7.979102], [22.365721, 15.628999, 7.927043], [20.940587, 15.889913, 8.936290], [12.947673, 22.677536, 8.100928], [13.413742, 23.884382, 9.208394], [13.870940, 23.377532, 10.402204], [13.877534, 21.971546, 10.410418], [13.427332, 21.405214, 9.230003], [13.459546, 19.975450, 8.953128], [14.437276, 19.237148, 9.687410], [14.469454, 17.911901, 9.739164], [13.669885, 17.200263, 8.873045], [12.766433, 17.845779, 7.958932], [11.927177, 17.074031, 7.074048], [11.949258, 15.710736, 7.122002], [12.800480, 15.027738, 8.061542], [12.811677, 13.621427, 8.165126], [13.576093, 12.944318, 9.134798], [14.413367, 13.786411, 9.938252], [14.358459, 15.095603, 9.916045], [13.684806, 15.750888, 8.918741], [13.573569, 11.490160, 9.194186], [12.990142, 10.662167, 8.260136], [13.094690, 9.284063, 8.560946], [13.787575, 9.065672, 9.714393], [14.220051, 10.509510, 10.510302], [12.699866, 19.246827, 8.029380], [13.296958, 24.912994, 8.891292], [14.245940, 23.956678, 11.249260], [14.232490, 21.437403, 11.290823], [15.130182, 19.804398, 10.305202], [11.273851, 17.656315, 6.408346], [11.381611, 15.089911, 6.443207], [12.102481, 13.054466, 7.575958], [15.061963, 13.344463, 10.685323], [12.626630, 11.025156, 7.324779], [12.662201, 8.509551, 7.922308], [14.084219, 8.121137, 10.168353], [12.009051, 19.823228, 7.404176], [13.109373, 14.137756, 13.943130], [15.485468, 12.575121, 14.362583]], "atomic_forces_ev_per_a": [[1.2, -0.8, -0.9], [-0.1, -0.4, 0.6], [1.6, -0.8, -0.8], [-2.1, -0.1, 0.2], [0.4, 1.4, 0.6], [-1.0, -0.2, 0.7], [1.6, 0.1, -0.5], [-0.3, 0.0, -0.7], [-0.2, 0.1, 0.2], [1.1, -0.3, 0.1], [0.1, 0.7, -0.5], [-0.3, -0.3, -0.4], [0.4, 1.6, 0.9], [-1.4, -1.0, -0.2], [-0.1, -0.9, 0.2], [-0.1, 0.5, -0.8], [-0.2, -1.1, -0.5], [0.5, 0.8, 1.0], [-0.6, 0.3, -1.5], [0.2, -0.5, 0.7], [-0.3, 0.7, -0.5], [-0.5, -0.4, -0.2], [-0.3, 0.1, 0.3], [0.0, -0.1, 0.1], [0.0, -0.1, 0.1], [-0.1, -0.3, 0.1], [0.6, 0.0, 0.1], [0.2, 0.1, 0.3], [-0.1, -0.4, -0.1], [0.1, 0.1, 0.6], [0.2, -0.1, 0.0], [0.2, 0.5, 0.2], [-0.7, 0.5, -0.6], [0.1, 0.6, 1.0], [-0.9, 0.0, -0.9], [0.2, 0.2, 0.5], [0.7, -0.6, 0.5], [-1.2, -0.5, -1.9], [-0.2, 0.4, 0.2], [-0.2, 0.7, -0.2], [-0.7, -0.6, 0.1], [-0.4, 0.7, 0.5], [-0.6, -0.7, -0.1], [-0.3, 0.7, 0.1], [-0.4, 0.2, -0.3], [-0.3, -0.5, 0.7], [0.0, -0.3, -0.2], [0.3, -0.3, 0.4], [0.1, -0.1, 0.0], [0.5, -0.1, -0.1], [0.0, -0.2, -0.4], [0.2, -0.1, 0.6], [0.2, 0.3, -0.3], [0.1, 0.0, -0.6], [0.1, 0.0, 0.0], [0.0, 0.0, 0.6], [0.5, -0.1, 0.4], [0.5, 0.6, -0.1], [0.4, 0.1, 0.1], [0.1, 0.1, 0.3], [0.1, -0.3, -0.3], [0.2, -0.5, 0.2], [-0.4, -0.3, -0.3], [0.7, -0.2, 0.1], [0.1, 0.3, 0.2], [0.0, 0.5, -0.1], [0.0, 0.3, 0.0], [-0.1, -0.1, -0.5], [0.5, -0.5, 0.5], [0.0, 0.3, 0.1], [0.1, 0.2, 0.0], [0.2, -0.1, 0.0], [0.0, 0.0, 0.0], [0.4, -1.0, 0.7], [0.0, 0.2, 0.4], [0.0, 0.6, -0.4], [0.0, -0.3, -0.3], [-0.1, 0.9, 0.0], [0.6, -1.0, -0.5], [-1.0, -0.3, 0.0], [-0.4, 0.1, -0.9], [-0.4, 0.5, 0.0], [0.9, -0.3, 0.8], [0.0, -0.2, 0.1], [0.4, 0.6, 0.0], [1.1, 0.0, 0.1], [-0.1, -0.2, 1.2], [0.5, 1.4, -1.0], [-1.2, -0.6, -0.1], [0.4, 1.1, -0.5], [-1.1, -0.7, 0.6], [-0.3, -1.0, 0.4], [0.7, 0.1, 0.5], [0.0, -0.2, -0.2], [-0.1, -0.4, 0.2], [-0.1, 0.8, -0.8], [0.0, 1.2, 0.5], [0.1, -0.1, 0.2], [-0.3, 0.0, -0.4], [-0.2, -0.1, -0.3], [0.0, -0.4, 0.1], [0.3, -0.6, 0.2], [-0.2, 0.1, 0.0], [0.1, 0.1, -0.1], [0.0, -0.1, 0.2], [-0.4, 0.1, -0.3], [0.4, 0.2, 0.3], [-0.3, 0.3, -0.2], [0.1, -0.5, 0.1], [1.5, -0.9, 0.1], [-1.6, 0.9, -0.4]], "e_above_lowest_kcal_mol": 26.3, "charge": 1, "e_tot_ev": -308227.518, "homo_lumo_gap_ev": 4.9, "e_homo_ev": -10.0}